Entry 1:
A molecular structure, C16H34AsCuF9O8, computed with ωB97M-V with the def2-TZVPD basis set.

Output
electronic energy	-6006.740474	Eh
⟨S²⟩	0.754
spin multiplicity	2
LUMO level (alpha / beta)	-1.9 / -3.1	eV
highest occupied orbital energy (alpha / beta)	-0.3701 / -0.3701	Ha
ΔE to the lowest compared entry with this formula, charge and spin	119.4	kcal per mole
frontier orbital gap (alpha / beta)	8.214 / 6.961	eV
largest force on an atom	3.3	eV/A

XYZ file:
```
69
Properties=species:S:1:pos:R:3:nbo_charge:R:1
Cu -3.049 8.182 13.983 0.9297
C 0.073 12.802 12.222 0.2451
O -0.426 13.683 13.154 -0.4873
O -0.674 11.676 12.540 -0.2239
C -0.119 13.587 10.792 0.9267
F 0.617 14.672 10.522 -0.3228
F 0.226 12.711 9.859 -0.3332
F -1.321 13.971 10.539 -0.2996
C 0.511 14.359 13.915 -0.0750
C -0.321 14.922 15.084 -0.6214
H -1.110 15.616 14.794 0.2236
H -0.812 14.118 15.632 0.2108
H 0.368 15.308 15.835 0.2134
H 0.882 15.171 13.290 0.1811
H 1.388 13.834 14.294 0.1785
H 1.127 12.552 12.346 0.1867
As -8.090 5.640 16.633 2.7878
F -7.531 4.326 15.563 -0.6264
F -9.428 4.667 17.316 -0.6264
F -8.580 6.992 17.713 -0.6263
F -6.728 6.648 15.926 -0.6477
F -9.309 6.102 15.315 -0.6319
F -7.087 5.093 17.986 -0.6275
C -2.287 3.866 14.997 -0.2557
O -2.420 4.653 13.823 -0.5592
C -2.949 3.870 12.700 -0.0899
C -3.754 4.738 11.632 -0.0864
O -3.029 5.921 11.455 -0.5431
C -2.317 5.912 10.144 -0.0781
C -1.139 4.975 10.117 -0.1034
O -0.398 5.429 11.260 -0.5531
C 0.860 4.639 11.424 -0.2597
H -3.307 3.605 15.279 0.1911
H -2.002 4.496 15.840 0.1890
H -1.640 3.008 14.814 0.1693
H -3.581 3.039 13.013 0.1801
H -2.122 3.270 12.322 0.1595
H -4.695 4.994 12.119 0.2025
H -3.908 4.163 10.719 0.1799
H -2.108 6.965 9.960 0.2009
H -2.972 5.568 9.343 0.1717
H -0.583 5.154 9.197 0.1800
H -1.392 3.918 10.200 0.1767
H 1.510 5.330 11.961 0.1928
H 1.247 4.427 10.427 0.1785
H 0.680 3.789 12.082 0.1841
C -0.502 8.088 16.096 -0.2336
O -1.676 8.826 16.150 -0.5999
C -1.736 10.073 16.909 -0.0723
C -3.162 10.533 17.206 -0.0910
O -3.873 10.424 15.963 -0.5463
C -5.175 11.024 16.037 -0.0776
C -5.417 11.170 14.484 -0.0775
O -4.893 10.050 13.698 -0.5912
C -5.636 10.008 12.464 -0.2499
H -0.741 7.334 15.346 0.1859
H -0.274 7.587 17.037 0.1798
H 0.278 8.807 15.845 0.1703
H -1.141 10.739 16.285 0.1733
H -1.146 10.012 17.823 0.1836
H -3.172 11.483 17.742 0.1903
H -3.553 9.809 17.921 0.1893
H -5.157 12.007 16.506 0.1756
H -5.880 10.435 16.623 0.2047
H -5.085 12.109 14.040 0.1814
H -6.499 11.276 14.411 0.1818
H -5.302 9.128 11.915 0.1865
H -5.367 10.863 11.845 0.1774
H -6.682 9.936 12.763 0.1983
```


Entry 2:
3 unconnected molecules or ions with the total composition C16H34BBrN2O12S4, computed with ωB97M-V with the def2-TZVPD basis set.

Output
electronic energy	-5833.889132	Eh
LUMO level	-0.3	eV
highest occupied orbital energy	-0.3023	Ha
frontier orbital gap	7.902	eV
largest force on an atom	4.0	eV/A

XYZ file:
```
70
Properties=species:S:1:pos:R:3:nbo_charge:R:1
C 7.421 0.035 2.462 -0.7195
C 6.576 -0.999 3.187 0.6818
O 7.037 -1.546 4.141 -0.5942
N 5.293 -1.263 2.744 -0.6283
C 4.901 -2.680 2.880 -0.2145
C 4.071 -2.892 4.182 -0.4133
C 2.683 -3.552 3.944 -0.4045
C 1.499 -2.548 4.161 -0.4056
C 0.936 -2.163 2.743 -0.2885
C -0.151 -3.205 2.406 -0.0954
O -1.506 -2.788 2.556 -0.6677
S -1.900 -1.496 1.649 2.3734
O -2.504 -1.877 0.423 -0.8918
O -2.826 -0.793 2.446 -0.9044
C -0.361 -0.478 1.383 -0.9223
B 0.446 -0.957 0.036 1.1856
O -0.147 -1.564 -1.042 -0.8878
O 1.797 -0.704 -0.091 -0.9079
S -0.865 1.235 0.898 2.1646
C 0.493 2.398 0.819 -0.8613
O -1.283 1.057 -0.467 -0.9450
O -1.936 1.847 1.614 -0.8833
C 0.455 -0.676 2.699 -0.0179
Br 2.132 0.360 2.844 0.0604
C -0.295 -0.398 4.015 -0.1589
O -1.066 0.794 3.985 -0.4101
N -1.940 0.859 5.073 0.3881
O -2.123 1.970 5.371 -0.2419
H 6.862 0.955 2.257 0.2236
H 8.280 0.321 3.063 0.2444
H 7.792 -0.358 1.511 0.2285
H 5.200 -0.927 1.791 0.3779
H 5.771 -3.337 2.907 0.2100
H 4.290 -2.921 2.006 0.1800
H 3.990 -1.924 4.676 0.2209
H 4.668 -3.533 4.832 0.2200
H 2.612 -4.342 4.696 0.2149
H 2.632 -4.045 2.968 0.1863
H 0.759 -3.096 4.743 0.2124
H 1.929 -1.700 4.683 0.2257
H 1.791 -2.321 2.087 0.2361
H -0.021 -4.117 2.983 0.2250
H -0.014 -3.519 1.355 0.1688
H -0.462 -2.447 -0.792 0.5061
H 2.165 -1.551 -0.386 0.5030
H 0.789 2.678 1.833 0.2515
H 0.145 3.284 0.295 0.2820
H 1.380 1.971 0.350 0.2542
H 0.461 -0.224 4.781 0.2072
H -0.912 -1.224 4.384 0.2264
C -4.704 3.033 -2.425 -0.8303
S -3.081 3.078 -3.198 1.2624
O -2.858 4.472 -3.679 -0.9982
C -3.526 2.088 -4.630 -0.8222
H -4.667 3.632 -1.517 0.2398
H -5.449 3.447 -3.107 0.2204
H -4.955 2.003 -2.170 0.2316
H -4.345 2.566 -5.166 0.2091
H -3.818 1.089 -4.306 0.2293
H -2.660 2.016 -5.283 0.2601
C -4.771 3.847 -8.149 -0.8344
S -4.801 2.051 -8.047 1.2511
O -3.458 1.611 -7.591 -0.9889
C -4.876 1.763 -9.822 -0.8300
H -4.685 4.245 -7.139 0.2486
H -3.915 4.169 -8.742 0.2323
H -5.699 4.199 -8.600 0.2266
H -4.013 2.221 -10.306 0.2310
H -5.800 2.183 -10.218 0.2266
H -4.863 0.688 -9.992 0.2403
```


Entry 3:
2 unconnected molecules or ions with the total composition C16H34BBrN3O4S2, computed with ωB97M-V with the def2-TZVPD basis set.

Output
electronic energy	-4490.316384	Eh
charge	+1
LUMO level	-3.5	eV
highest occupied orbital energy	-0.4490	Ha
frontier orbital gap	8.755	eV
largest force on an atom	1.8	eV/A

XYZ file:
```
61
Properties=species:S:1:pos:R:3:nbo_charge:R:1
C -0.869 3.245 2.266 -0.6160
C -0.006 2.086 2.738 -0.4018
C -0.742 0.945 3.459 -0.3967
C -2.062 0.490 2.836 -0.3864
C -1.911 -0.653 1.778 -0.2314
B -2.883 -0.230 0.578 1.1640
O -4.206 -0.657 0.628 -0.9349
O -2.431 0.568 -0.412 -0.6996
C -3.373 1.352 -1.165 -0.0654
C -4.139 2.373 -0.324 -0.6450
C -2.402 -1.969 2.371 -0.2059
N -1.916 -2.930 1.335 -0.6083
C -0.701 -2.393 0.996 0.6724
N 0.243 -3.085 0.405 -0.4351
Br -0.049 -4.849 -0.031 0.3361
C 1.553 -2.483 0.074 -0.3956
S 1.953 -2.488 -1.674 0.2318
C 2.808 -4.075 -1.922 -0.5288
C 2.203 -4.842 -3.119 -0.6253
N -0.546 -1.068 1.372 -0.5813
H -0.228 3.943 1.730 0.2332
H -1.629 2.936 1.551 0.1883
H -1.319 3.775 3.104 0.2059
H 0.607 1.705 1.920 0.2288
H 0.701 2.492 3.464 0.2095
H -0.956 1.263 4.480 0.2208
H -0.039 0.116 3.562 0.1744
H -2.625 1.310 2.399 0.2250
H -2.687 0.096 3.638 0.2216
H -4.432 -1.258 -0.081 0.5052
H -2.782 1.877 -1.910 0.1946
H -4.071 0.725 -1.716 0.1750
H -3.724 2.491 0.673 0.2140
H -4.107 3.349 -0.801 0.2300
H -5.183 2.081 -0.248 0.2238
H -1.726 -2.155 3.213 0.1911
H -3.418 -2.055 2.725 0.2554
H -2.528 -3.141 0.556 0.4183
H 2.315 -3.068 0.589 0.2415
H 1.593 -1.478 0.475 0.2630
H 2.718 -4.677 -1.024 0.2214
H 3.859 -3.882 -2.107 0.2331
H 2.896 -4.887 -3.953 0.2273
H 1.925 -5.851 -2.832 0.2209
H 1.316 -4.323 -3.476 0.2195
H 0.148 -1.097 2.122 0.4086
C 3.581 2.542 -2.967 -0.4068
C 2.541 1.426 -3.136 -0.4020
C 2.335 0.782 -1.759 -0.6848
S 2.692 2.065 -0.549 2.1704
O 3.854 1.677 0.208 -0.9405
O 1.472 2.444 0.125 -0.9588
C 3.156 3.326 -1.729 -0.6725
H 3.631 3.185 -3.844 0.2343
H 4.571 2.108 -2.811 0.2196
H 1.600 1.855 -3.487 0.2114
H 2.857 0.686 -3.869 0.2285
H 1.313 0.437 -1.609 0.2440
H 3.033 -0.035 -1.585 0.2542
H 3.946 3.940 -1.302 0.2636
H 2.273 3.933 -1.924 0.2427
```


Entry 4:
A molecular structure, C16H34BMgNP2, computed with ωB97M-V with the def2-TZVPD basis set.

Output
electronic energy	-1592.121837	Eh
LUMO level (alpha / beta)	-1.1 / -1.1	eV
highest occupied orbital energy (alpha / beta)	-0.1650 / -0.1650	Ha
ΔE to the lowest compared entry with this formula, charge and spin	117.2	kcal per mole
frontier orbital gap (alpha / beta)	3.433 / 3.433	eV
largest force on an atom	3.3	eV/A

XYZ file:
```
55
Properties=species:S:1:pos:R:3:nbo_charge:R:1
P 0.185 -2.131 -2.297 1.5957
P 0.184 1.968 -1.854 1.5540
C -0.292 -0.626 -3.200 -0.7696
C 0.603 0.631 -3.029 -0.7503
H -1.362 -0.409 -3.031 0.2813
H -0.236 -0.940 -4.260 0.2440
H 1.660 0.354 -2.857 0.2451
H 0.595 1.142 -4.013 0.2451
C -1.281 2.797 -2.545 -0.9650
H -1.636 3.576 -1.853 0.2765
H -2.100 2.090 -2.741 0.2690
H -0.979 3.272 -3.492 0.2262
C 1.477 3.213 -1.981 -0.9806
H 1.241 3.841 -2.850 0.2446
H 2.452 2.733 -2.129 0.2512
H 1.490 3.838 -1.078 0.2631
C -1.061 -3.414 -2.528 -0.9771
H -1.040 -4.110 -1.677 0.2895
H -0.823 -3.963 -3.451 0.2282
H -2.066 -2.978 -2.613 0.2713
C 1.707 -2.820 -2.975 -1.0014
H 2.486 -2.056 -3.078 0.2467
H 1.490 -3.249 -3.961 0.2435
H 2.074 -3.616 -2.313 0.2611
Mg 1.737 0.228 3.820 1.5223
C -0.146 1.624 -0.106 -0.5593
C -1.536 1.269 0.139 -0.6041
C -2.000 -0.013 -0.297 -0.4096
C -1.798 -1.242 0.680 -0.4285
C -0.800 -2.160 0.194 -0.6366
C 0.416 -1.846 -0.562 -0.5710
C 1.348 -0.609 -0.137 -0.4211
C 0.803 0.582 0.657 -0.4318
C 0.707 -1.554 3.971 -1.3056
H 0.080 2.611 0.346 0.2477
H -2.199 2.005 0.586 0.2039
H -1.362 -0.227 -1.173 0.1209
H -3.051 0.014 -0.640 0.1956
H -1.622 -0.893 1.711 0.1633
H -2.758 -1.777 0.706 0.1908
H -0.980 -3.221 0.377 0.1824
H 1.074 -2.726 -0.391 0.2307
H 1.953 -0.267 -1.003 0.1626
H 2.108 -1.070 0.529 0.2173
H 0.299 0.207 1.569 0.2428
H 1.665 1.187 1.010 0.1628
H 1.300 -2.219 4.621 0.2096
H 0.518 -2.003 2.990 0.2307
H -0.242 -1.302 4.465 0.2324
B -0.281 2.612 7.352 -0.6227
C 0.417 1.919 6.159 0.4806
N 0.945 1.382 5.263 -0.8768
H 0.498 2.623 8.297 0.0240
H -1.280 1.975 7.645 0.0300
H -0.583 3.749 7.030 0.0242
```